DFT (ωB97M-V/def2-TZVPD) results for a structure of composition H14Li3O11S at a distorted geometry.

Geometry as XYZ:
```
29
Properties=species:S:1:pos:R:3:forces:R:3
H -0.95212 -1.25480 -2.14064 -0.147 0.420 -0.162
H -3.89265 -2.66962 0.95795 -0.031 -0.001 -0.136
H 0.61754 1.71257 1.00363 0.070 0.456 0.067
O 0.12927 -1.93275 -0.66596 1.087 -1.096 0.094
H -2.79691 0.28544 2.20070 0.063 0.187 0.005
H -0.15669 1.86374 -1.25701 -0.041 0.173 -0.127
Li 2.26201 -2.29265 -0.47897 -0.166 0.789 -0.276
H 3.14835 0.35096 0.94048 -0.033 0.388 0.114
H 1.65500 1.14813 -2.31501 -0.018 0.157 -0.187
Li -1.00907 -3.28270 0.11407 -0.960 0.613 -0.372
H -1.57991 0.02857 -1.60117 0.024 0.124 -0.128
O 2.32231 0.61126 -2.76930 -0.070 -0.247 0.296
O 0.00260 2.37197 -2.06138 0.161 -0.018 0.035
O -2.95927 -2.66705 0.72346 1.015 -0.648 0.019
O -1.60618 -0.57627 -2.34562 -0.280 -0.390 -0.275
Li 0.39219 -1.83492 3.05088 -0.135 0.702 -0.434
O -0.14758 0.43021 -0.05928 0.125 -0.441 -0.209
H 0.45496 3.21402 1.28998 -0.023 0.011 0.067
H -2.47786 -2.27115 1.45966 -0.527 0.570 0.012
H 0.20875 3.26556 -1.76894 0.005 0.017 -0.042
O 0.92247 2.42637 1.58188 -0.041 -0.151 0.188
S 0.28009 -0.87125 0.37552 -0.894 1.089 0.427
H 2.26321 0.91577 -3.67969 0.017 -0.062 -0.035
O -2.99610 0.47267 1.27926 -0.138 -0.185 -0.057
H -2.23975 0.13280 0.78563 -0.150 0.233 0.150
O -0.64536 -1.30062 1.48883 0.974 -1.239 1.100
O 3.65518 1.15892 1.07211 0.400 -0.268 -0.067
O 1.68509 -0.87934 0.84957 -0.140 -1.323 0.009
H 3.46043 1.44416 1.96934 -0.144 0.139 -0.076
```
Forces are in eV/Å.

Values from the calculation:
**Multiplicity**: 1
**Charge**: +1
**HOMO level**: -13.045 eV
**E**: -1256.77454 Ha
**LUMO level**: -5.3 eV
**Max |F|**: 0.037 Eh/bohr

=====

DFT (ωB97M-V/def2-TZVPD) results for a structure of composition H14LiO7 at a distorted geometry.

Geometry as XYZ:
```
22
Properties=species:S:1:pos:R:3:forces:R:3
O -0.96514 1.95968 -2.90768 -1.264 -0.193 4.059
H 0.80986 -2.22932 1.85732 -1.945 0.295 -2.030
O -1.98814 0.20068 1.53932 1.787 0.262 -0.894
H -0.61014 -0.89032 -1.87068 2.267 -3.334 -3.205
H 1.31386 -1.50232 -1.27968 -1.844 -3.243 -1.315
O 0.57386 1.81768 -0.22668 -0.461 -0.127 1.026
H -0.96714 1.29668 -2.11768 0.068 1.903 -2.334
O 1.25486 0.06668 2.47832 5.550 -6.467 -7.009
O 0.10986 -2.22432 1.09532 1.969 -0.222 2.015
Li 0.04286 -0.06532 0.31032 0.094 -0.169 0.623
H 0.97286 0.63068 3.03732 -2.837 6.325 6.464
H -1.96414 -0.57432 -1.36568 -0.908 -0.226 -0.116
H -0.07714 -3.16532 0.98932 -0.152 0.104 -0.116
H -0.52114 1.54168 -3.59168 1.256 -1.257 -2.120
H 0.67686 2.39868 0.54432 -0.119 -0.095 -0.339
O -1.05214 -0.32032 -1.35568 -1.654 2.998 3.387
O 1.82386 -0.90632 -0.82968 0.685 0.298 3.902
H 2.27886 0.09768 2.43032 -2.755 0.132 0.341
H -2.33014 0.38468 2.38832 -0.340 0.430 1.642
H 1.36786 1.94168 -0.73168 0.543 0.303 -0.493
H 1.97486 -0.30232 -1.48368 1.303 2.926 -2.610
H -2.72514 -0.15632 1.09032 -1.242 -0.644 -0.878
```
Forces are in eV/Å.

Values from the calculation:
**Multiplicity**: 1
**Charge**: +1
**HOMO level**: -13.812 eV
**E**: -542.42625 Ha
**LUMO level**: -3.4 eV
**Energy above the lowest of the compared OMol25 structures with the same formula, charge and spin**: 42.6 kcal per mole
**Max |F|**: 0.215 Eh/bohr